# 1
C4H6N2O3 | the ωB97M-V functional and the def2-TZVPD basis

Calculated values
ΔE to the lowest compared entry with this formula, charge and spin	4.8838	eV
HOMO	-8.71	eV
energy	-491.12143	Eh
maximum force	4.5	eV/A

```
15
Properties=species:S:1:pos:R:3:lowdin_charge:R:1
C 1.20 3.96 2.15 -0.412
C 1.06 -1.87 -1.27 0.020
C -1.93 0.44 -0.18 0.083
C 1.60 -1.36 -0.14 -0.259
N -2.39 -1.51 -1.41 0.120
N -2.33 -0.52 -0.74 -0.210
O 0.50 3.64 1.29 0.207
O 1.80 4.34 3.07 0.202
O 1.11 -0.45 0.76 -0.057
H -2.71 -2.33 -1.07 0.038
H 0.13 -1.46 -1.58 0.022
H 1.59 -2.60 -1.73 0.008
H -2.37 1.44 -0.04 0.075
H 2.60 -1.52 0.15 0.089
H 0.13 -0.20 0.72 0.075
```

***

# 2
C4H6N2OS | the ωB97M-V functional and the def2-TZVPD basis

Calculated values
ΔE to the lowest compared entry with this formula, charge and spin	3.9537	eV
HOMO	-8.48	eV
energy	-738.85938	Eh
SMILES	[H]/N=C1\SCON1C=C
maximum force	1.5	eV/A

```
14
Properties=species:S:1:pos:R:3:lowdin_charge:R:1
H -0.97 2.77 -0.14 0.052
N -0.20 2.17 0.15 0.094
C -0.45 0.93 0.11 -0.698
S -1.93 0.00 -0.22 0.962
C -1.02 -1.53 0.25 -0.447
O 0.31 -1.31 -0.11 -0.117
N 0.61 0.03 0.26 -0.112
C 1.91 0.43 -0.03 -0.162
C 2.95 -0.40 -0.14 0.025
H -1.36 -2.40 -0.32 0.099
H -1.19 -1.69 1.32 0.090
H 2.08 1.49 -0.18 0.110
H 2.74 -1.48 -0.06 0.060
H 3.94 -0.05 -0.31 0.046
```

***

# 3
C4H6N2OS | the ωB97M-V functional and the def2-TZVPD basis

Calculated values
ΔE to the lowest compared entry with this formula, charge and spin	4.9232	eV
HOMO	-8.67	eV
energy	-738.82375	Eh
SMILES	C=C/C(=N\O)SN=C
maximum force	2.4	eV/A

```
14
Properties=species:S:1:pos:R:3:lowdin_charge:R:1
C -0.79 -1.48 1.69 0.022
C -0.01 -0.78 0.83 -0.161
C -0.06 0.68 0.44 -0.611
N -0.64 1.65 1.12 -0.042
O -1.21 1.12 2.26 -0.103
S 0.94 1.26 -0.88 0.928
N 0.65 -0.05 -1.99 -0.324
C 1.23 0.12 -3.10 -0.187
H -0.60 -2.57 1.77 0.062
H -1.64 -1.05 2.32 0.078
H 0.72 -1.32 0.17 0.082
H -1.50 1.97 2.69 0.121
H 1.15 -0.61 -3.92 0.067
H 1.75 1.06 -3.40 0.067
```

***

# 4
C4H6N2OS2 | the ωB97M-V functional and the def2-TZVPD basis

Calculated values
ΔE to the lowest compared entry with this formula, charge and spin	1.3193	eV
HOMO	-8.50	eV
energy	-1137.08300	Eh
SMILES	O=C[C@H]1CNC(=S)N1S
maximum force	4.0	eV/A

```
15
Properties=species:S:1:pos:R:3:lowdin_charge:R:1
O -2.19 0.68 -1.57 0.085
C -1.31 1.04 -0.86 -0.256
C -0.73 0.40 0.37 -0.305
C -0.88 -1.18 0.32 -0.080
N 0.46 -1.55 -0.19 0.001
C 1.34 -0.53 -0.05 -0.940
S 2.95 -0.76 -0.15 0.631
N 0.67 0.62 0.43 -0.474
S 1.53 2.11 0.46 0.780
H -0.85 1.98 -1.26 0.127
H -1.33 0.87 1.34 0.207
H -1.11 -1.71 1.37 0.164
H -1.57 -1.38 -0.47 0.091
H 0.43 -2.26 -0.87 0.123
H 2.59 1.68 1.14 -0.154
```